DFT (the ωB97M-V functional and the def2-TZVPD basis) results for a 11-piece molecular cluster, C38H43F21O28 overall in a non-equilibrium geometry.

CARTESIAN COORDINATES (ANGSTROEM)
C1 -24.880 -6.284 7.873
C2 -23.969 -5.444 7.025
O1 -24.722 -5.099 5.919
C3 -25.829 -5.908 5.832
O2 -26.560 -5.894 4.956
O3 -25.856 -6.720 6.899
F1 -22.960 -6.346 6.581
H1 -25.395 -5.826 8.731
H2 -24.390 -7.157 8.243
H3 -23.497 -4.584 7.366
C4 -25.957 -2.843 11.412
C5 -25.305 -1.855 10.532
O4 -24.182 -2.465 9.992
C6 -24.031 -3.714 10.535
O5 -23.184 -4.520 10.325
O6 -24.989 -3.875 11.511
F2 -25.006 -0.721 11.278
H4 -26.855 -3.218 10.951
H5 -26.271 -2.397 12.374
H6 -26.045 -1.551 9.729
C7 -27.433 -0.718 0.788
C8 -27.991 -2.202 0.760
O7 -29.282 -2.004 0.343
C9 -29.686 -0.733 0.615
O8 -30.820 -0.390 0.612
O9 -28.582 0.057 0.876
F3 -28.013 -2.688 2.087
H7 -26.847 -0.370 -0.109
H8 -26.766 -0.592 1.684
H9 -27.493 -2.951 0.157
C10 -27.598 -2.648 5.478
C11 -26.478 -1.879 6.118
O10 -26.196 -2.555 7.268
C12 -27.233 -3.427 7.602
O11 -27.216 -4.161 8.575
O12 -28.091 -3.436 6.524
F4 -27.074 -0.669 6.364
H10 -27.292 -3.263 4.589
H11 -28.343 -1.958 5.104
H12 -25.617 -1.689 5.532
C13 -29.382 1.852 7.190
C14 -30.242 0.712 6.746
O13 -30.061 -0.317 7.661
C15 -28.922 -0.083 8.338
O14 -28.360 -0.844 9.081
O15 -28.584 1.226 8.184
F5 -29.717 0.204 5.512
H13 -29.861 2.789 7.452
H14 -28.751 2.171 6.367
H15 -31.317 0.944 6.603
C16 -28.135 -6.263 2.072
C17 -27.156 -7.379 2.202
O16 -25.984 -6.885 1.557
C18 -26.353 -5.831 0.778
O17 -25.726 -5.396 -0.120
O18 -27.602 -5.437 1.078
F6 -27.563 -8.575 1.600
H16 -28.243 -5.714 3.019
H17 -29.162 -6.531 1.794
H18 -26.886 -7.491 3.267
C19 -25.789 3.835 11.509
C20 -26.368 3.901 10.124
O19 -25.571 3.030 9.264
C21 -26.088 2.871 8.002
O20 -27.133 3.330 7.601
C22 -25.067 2.085 7.118
F7 -24.008 2.889 6.892
F8 -24.613 0.983 7.780
F9 -25.535 1.678 5.937
H19 -25.845 2.817 11.815
H20 -26.311 4.505 12.201
H21 -24.740 4.116 11.617
H22 -26.358 4.913 9.609
H23 -27.482 3.588 10.097
C23 -16.521 -4.944 10.660
C24 -16.002 -3.863 9.749
O21 -15.787 -4.380 8.422
C25 -14.750 -5.234 8.209
O22 -13.964 -5.586 9.025
C26 -14.670 -5.550 6.675
F10 -14.454 -6.882 6.556
F11 -15.775 -5.233 6.036
F12 -13.611 -4.924 6.197
H24 -15.762 -5.725 10.645
H25 -17.458 -5.325 10.351
H26 -16.602 -4.475 11.667
H27 -15.052 -3.546 10.152
H28 -16.663 -3.038 9.717
C27 -17.714 -3.042 2.852
C28 -17.793 -4.369 3.590
O23 -19.047 -5.085 3.460
C29 -20.154 -4.675 4.068
O24 -20.307 -4.032 5.082
C30 -21.316 -4.994 3.081
F13 -21.480 -6.290 2.983
F14 -22.418 -4.391 3.571
F15 -21.173 -4.454 1.851
H29 -16.721 -2.920 2.398
H30 -18.030 -2.165 3.350
H31 -18.360 -2.989 1.959
H32 -17.552 -3.995 4.642
H33 -17.138 -5.132 3.108
C31 -19.470 1.115 10.119
C32 -18.159 0.547 9.715
O25 -18.014 0.513 8.201
C33 -17.084 -0.314 7.724
O26 -16.255 -0.949 8.339
C34 -17.209 -0.385 6.114
F16 -17.900 -1.460 5.881
F17 -17.807 0.712 5.664
F18 -16.048 -0.442 5.433
H34 -19.705 1.994 9.402
H35 -19.461 1.475 11.167
H36 -20.241 0.379 10.125
H37 -17.953 -0.449 10.063
H38 -17.369 1.198 10.049
C35 -19.636 -3.090 8.804
C36 -21.055 -2.857 8.244
O27 -20.958 -2.049 7.101
C37 -21.962 -1.708 6.370
O28 -23.114 -2.093 6.539
C38 -21.674 -0.743 5.243
F19 -21.369 -1.370 4.087
F20 -22.782 0.057 5.055
F21 -20.602 0.015 5.577
H39 -19.348 -2.195 9.295
H40 -18.897 -3.163 7.964
H41 -19.570 -3.861 9.599
H42 -21.767 -2.399 8.972
H43 -21.531 -3.835 7.975

Forces on atoms 1 to 2 (eV/Å):
C -1.07 -0.01 0.41
C 0.32 -2.14 -1.17

For the energy above the lowest of the compared OMol25 structures with the same formula, charge and spin, the calculation gives 1.015 eV. The energy comes out at -154501.8850 eV. The highest occupied orbital energy is -11.21 eV. The SMILES is O=C1OC[C@@H](F)O1.O=C1OC[C@@H](F)O1.O=C1OC[C@@H](F)O1.O=C1OC[C@@H](F)O1.O=C1OC[C@@H](F)O1.O=C1OC[C@@H](F)O1.CCOC(=O)C(F)(F)F.CCOC(=O)C(F)(F)F.CCOC(=O)C(F)(F)F.CCOC(=O)C(F)(F)F.CCOC(=O)C(F)(F)F. The HOMO-LUMO gap comes out at 11.50 eV.

Results of the Löwdin charge analysis, in e, for atoms 1 through 8: C -0.03; C -0.26; O 0.13; C -0.57; O 0.21; O 0.10; F 0.02; H 0.13

---

DFT (the ωB97M-V functional and the def2-TZVPD basis) results for C22H53BBiF4INSi6Te2 as an isolated structure.

CARTESIAN COORDINATES (ANGSTROEM)
Bi1 0.728 2.158 0.878
C1 1.503 -3.294 0.417
Si1 3.122 -2.567 -0.165
C2 2.992 -1.911 -1.910
C3 4.438 -3.891 -0.107
C4 3.710 -1.284 1.128
Te1 3.544 0.846 1.057
C5 4.010 1.293 -0.977
Si2 5.867 1.277 -1.395
C6 6.661 -0.291 -0.755
C7 6.633 2.766 -0.576
C8 5.980 1.366 -3.254
H1 1.178 -4.077 -0.274
H2 0.697 -2.562 0.476
H3 1.624 -3.753 1.401
H4 2.715 -2.742 -2.565
H5 3.946 -1.521 -2.271
H6 2.230 -1.140 -2.028
H7 4.171 -4.724 -0.761
H8 4.558 -4.290 0.902
H9 5.408 -3.512 -0.434
H10 4.780 -1.425 1.286
H11 3.235 -1.523 2.086
H12 3.638 2.313 -1.117
H13 3.418 0.634 -1.609
H14 6.719 -0.305 0.336
H15 7.686 -0.356 -1.128
H16 6.139 -1.190 -1.087
H17 6.508 2.741 0.509
H18 6.196 3.695 -0.947
H19 7.706 2.804 -0.780
H20 5.520 0.494 -3.724
H21 7.023 1.402 -3.573
H22 5.484 2.258 -3.642
C9 -4.689 2.884 0.328
Si3 -3.952 2.114 -1.205
C10 -5.364 1.579 -2.322
C11 -2.782 3.254 -2.107
Si4 -2.864 0.091 -0.644
Te2 -0.283 0.102 -0.628
Si5 -2.918 -1.480 -2.412
C12 -2.420 -0.617 -3.999
C13 -1.710 -2.885 -2.088
C14 -4.651 -2.183 -2.530
Si6 -3.532 -0.846 1.405
C15 -3.142 0.328 2.813
C16 -2.647 -2.475 1.701
C17 -5.384 -1.125 1.306
H23 -5.214 3.804 0.054
H24 -3.940 3.147 1.071
H25 -5.419 2.212 0.785
H26 -5.967 2.453 -2.583
H27 -6.022 0.867 -1.819
H28 -5.018 1.125 -3.252
H29 -3.328 4.124 -2.482
H30 -2.323 2.751 -2.962
H31 -1.990 3.622 -1.454
H32 -1.421 -0.184 -3.910
H33 -3.110 0.185 -4.265
H34 -2.402 -1.329 -4.828
H35 -0.670 -2.568 -2.200
H36 -1.886 -3.682 -2.816
H37 -1.828 -3.313 -1.090
H38 -5.408 -1.404 -2.636
H39 -4.896 -2.777 -1.647
H40 -4.723 -2.840 -3.400
H41 -2.069 0.512 2.880
H42 -3.473 -0.100 3.764
H43 -3.634 1.293 2.683
H44 -1.560 -2.360 1.655
H45 -2.935 -3.227 0.963
H46 -2.901 -2.868 2.689
H47 -5.923 -0.188 1.153
H48 -5.747 -1.566 2.237
H49 -5.650 -1.801 0.491
I1 0.520 -2.877 4.491
C18 0.338 -0.817 4.329
C19 -0.002 -0.032 5.425
C20 -0.125 1.337 5.260
C21 0.098 1.890 4.012
N1 0.424 1.121 2.967
C22 0.537 -0.204 3.108
H50 -0.175 -0.487 6.391
H51 -0.396 1.977 6.087
H52 -0.005 2.953 3.830
H53 0.764 -0.770 2.211
F1 -0.367 4.720 2.620
B1 -1.217 4.411 1.569
F2 -0.550 4.579 0.339
F3 -2.438 4.979 1.622
F4 -1.376 2.903 1.643

Forces on atoms 1 to 2 (eV/Å):
Bi 0.02 -0.01 0.09
C 0.00 -0.01 -0.02

Its net charge is +1. The energy comes out at -112509.7790 eV. The highest occupied orbital energy is -10.69 eV. The HOMO-LUMO gap comes out at 7.23 eV.

Results of the Löwdin charge analysis, in e, for atoms 1 through 8: Bi 1.26; C -0.19; Si 0.42; C -0.18; C -0.17; C -0.55; Te 1.18; C -0.57

---

DFT (the ωB97M-V functional and the def2-TZVPD basis) results for C4H5I as an isolated structure in a non-equilibrium geometry.

CARTESIAN COORDINATES (ANGSTROEM)
C1 -0.566 0.706 -1.248
C2 -0.040 0.952 -0.193
C3 -1.610 -1.479 1.580
C4 -1.908 -0.202 1.349
I1 -3.200 0.110 -0.173
H1 -0.949 0.342 -2.175
H2 0.749 1.233 0.435
H3 -1.612 -2.152 0.758
H4 -0.984 -1.784 2.460
H5 -1.844 0.449 2.218

Forces on atoms 1 to 2 (eV/Å):
C 0.94 -0.10 0.01
C 0.49 0.13 -1.78

For the energy above the lowest of the compared OMol25 structures with the same formula, charge and spin, the calculation gives 2.725 eV. The energy comes out at -12325.3443 eV. The highest occupied orbital energy is -8.69 eV. The HOMO-LUMO gap comes out at 9.18 eV.

Results of the natural (NBO) charge analysis, in e, for atoms 1 through 8: C -0.24; C -0.27; C -0.38; C -0.40; I 0.19; H 0.24; H 0.23; H 0.20

---

DFT (the ωB97M-V functional and the def2-TZVPD basis) results for a 2-piece molecular cluster, C5H13NS overall in a non-equilibrium geometry.

CARTESIAN COORDINATES (ANGSTROEM)
C1 -1.750 1.504 -2.787
C2 -1.067 0.979 -1.494
C3 -1.438 1.500 -0.273
N1 -0.813 1.266 0.947
H1 -2.388 2.369 -2.547
H2 -0.950 1.823 -3.456
H3 -2.329 0.680 -3.278
H4 -0.270 0.209 -1.484
H5 -2.304 2.163 -0.240
H6 -1.008 1.816 1.724
H7 0.156 0.887 0.924
C4 1.221 -2.411 2.073
C5 1.602 -1.628 0.823
S1 2.123 0.049 1.255
H8 0.263 -2.094 2.443
H9 1.919 -2.245 2.874
H10 1.122 -3.460 1.833
H11 2.346 -2.134 0.323
H12 0.715 -1.588 0.148
H13 2.850 0.314 0.192

Forces on atoms 1 to 2 (eV/Å):
C 0.55 -1.40 0.92
C -0.99 1.01 1.63

For the energy above the lowest of the compared OMol25 structures with the same formula, charge and spin, the calculation gives 1.129 eV. The energy comes out at -17720.1216 eV. The highest occupied orbital energy is -7.38 eV. The SMILES is C/C=C/N.CCS. The HOMO-LUMO gap comes out at 8.17 eV.

Results of the natural (NBO) charge analysis, in e, for atoms 1 through 8: C -0.62; C -0.33; C 0.01; N -0.85; H 0.21; H 0.21; H 0.20; H 0.19

---

DFT (the ωB97M-V functional and the def2-TZVPD basis) results for one molecule with the formula C5H18Si3 in a non-equilibrium geometry.

CARTESIAN COORDINATES (ANGSTROEM)
C1 1.949 -0.930 1.408
C2 2.493 -0.951 -1.013
C3 3.242 1.079 0.117
C4 -4.790 0.772 -0.236
C5 2.153 0.011 0.193
Si1 -3.480 -0.495 0.355
Si2 0.418 0.915 -0.165
Si3 -1.544 -0.665 -0.728
H1 1.974 -0.216 2.334
H2 0.955 -1.412 1.461
H3 2.880 -1.502 1.437
H4 1.565 -1.485 -1.233
H5 3.308 -1.647 -0.864
H6 2.715 -0.368 -1.902
H7 4.183 0.692 -0.157
H8 2.876 1.834 -0.542
H9 3.397 1.511 1.155
H10 -4.781 0.935 -1.359
H11 -5.738 0.589 0.180
H12 -4.389 1.762 0.181
H13 -3.493 -0.900 1.801
H14 -3.797 -1.904 -0.127
H15 0.471 1.870 0.998
H16 0.751 1.414 -1.519
H17 -1.977 -0.305 -2.126
H18 -0.928 -2.166 -0.949

Forces on atoms 1 to 2 (eV/Å):
C 1.05 3.36 1.72
C -1.79 0.94 0.00

For the energy above the lowest of the compared OMol25 structures with the same formula, charge and spin, the calculation gives 0.728 eV. The energy comes out at -29106.9740 eV. The highest occupied orbital energy is -9.03 eV. The SMILES is C[SiH2][SiH2][SiH2]C(C)(C)C. The HOMO-LUMO gap comes out at 9.45 eV.

Results of the natural (NBO) charge analysis, in e, for atoms 1 through 8: C -0.63; C -0.62; C -0.62; C -1.04; C -0.35; Si 0.61; Si 0.65; Si 0.16